The following is a DFT calculation (wB97M-V/def2-TZVPD) of a cluster of 2 separate species, C2 in total in a non-equilibrium geometry.

The geometry in XYZ format:
```
2
Properties=species:S:1:pos:R:3:lowdin_charge:R:1
C -0.08 -0.16 1.37 0.0000
C 0.08 0.16 -1.37 0.0000
```

Values from the calculation:
- net charge = 0
- strongest force on any atom (eV/A) = 4.007
- energy (a.u.) = -75.59282
- LUMO energy (hartree) = -0.093

***

The following is a DFT calculation (wB97M-V/def2-TZVPD) of a cluster of 2 separate species, C2 in total in a non-equilibrium geometry.

The geometry in XYZ format:
```
2
Properties=species:S:1:pos:R:3:lowdin_charge:R:1
C 0.42 0.13 -0.96 0.0000
C -0.42 -0.13 0.96 0.0000
```

Values from the calculation:
- net charge = 0
- strongest force on any atom (eV/A) = 6.301
- energy (a.u.) = -75.71600
- LUMO energy (hartree) = -0.096

***

The following is a DFT calculation (wB97M-V/def2-TZVPD) of a structure of composition C20H10Cl5N3S3V.

The geometry in XYZ format:
```
42
Properties=species:S:1:pos:R:3:lowdin_charge:R:1
V 0.94 -0.02 -1.13 0.4799
Cl 1.11 1.13 -3.51 0.6884
Cl 1.76 5.62 0.73 0.6753
Cl 1.95 4.04 -4.45 0.6910
Cl 1.01 2.71 1.58 0.6694
Cl 2.27 6.30 -2.28 0.6811
S 3.34 -0.70 -1.09 0.5756
S -3.73 -0.11 -1.55 1.1169
S 3.63 -1.05 1.97 1.0539
N 1.41 -0.82 0.71 -0.1176
N -1.15 -0.31 -1.31 -0.0228
N -1.93 1.88 -1.46 0.1477
C -1.66 -1.62 -1.33 -0.3045
C -3.04 -1.71 -1.46 -0.4642
C 1.62 4.38 -0.47 -0.7002
C -0.40 -1.02 3.92 -0.0822
C -3.69 -2.94 -1.50 -0.0847
C 1.71 3.71 -2.78 -0.7094
C -2.92 -4.08 -1.41 -0.0842
C 1.15 2.04 -1.03 -0.3419
C 2.16 -1.08 2.90 -0.4679
C 2.72 -0.87 0.51 -1.1072
C 1.98 -1.20 4.28 -0.0850
C -0.89 -2.77 -1.23 -0.0176
C 1.07 -0.94 2.05 -0.3248
C -1.53 -4.00 -1.27 -0.0698
C -0.23 -0.91 2.55 -0.0200
C 1.28 3.07 -0.11 -0.6815
C 1.85 4.70 -1.80 -0.7059
C 0.69 -1.17 4.77 -0.0910
C 1.36 2.45 -2.34 -0.6653
C -2.13 0.56 -1.42 -0.6654
H -3.40 -5.05 -1.44 0.1051
H -0.99 2.21 -1.30 0.0725
H 0.54 -1.26 5.84 0.1019
H 2.83 -1.31 4.94 0.1086
H -4.77 -3.00 -1.60 0.1104
H -2.69 2.53 -1.42 0.1111
H -1.07 -0.78 1.88 0.1093
H -0.95 -4.90 -1.19 0.1083
H -1.40 -0.99 4.33 0.1023
H 0.19 -2.74 -1.11 0.1046
```

Values from the calculation:
- net charge = 0
- 2S+1 = 2
- <S²> = 0.756
- strongest force on any atom (eV/A) = 0.792
- energy (a.u.) = -5372.00223
- LUMO energy (spin up / spin down) (hartree) = 0.004 / 0.005

***

The following is a DFT calculation (wB97M-V/def2-TZVPD) of a structure of composition C20H11BBrNO9Ru in a non-equilibrium geometry.

The geometry in XYZ format:
```
44
Properties=species:S:1:pos:R:3:lowdin_charge:R:1
Ru -0.99 -0.59 -1.10 1.3677
Br 2.11 5.36 1.02 0.7212
O 0.41 -6.83 -1.49 0.0745
O -1.99 0.09 1.92 0.1484
O 1.54 -2.93 1.72 0.0354
O -2.14 -1.68 -2.81 -0.0902
O -1.96 -3.29 -4.35 0.0399
O -1.97 1.53 0.17 0.0995
O -0.18 3.01 -3.33 0.0536
O 0.51 -1.25 0.67 -0.0930
O -0.61 0.93 -2.65 -0.1175
N -0.28 -2.78 -1.30 0.0701
C -0.78 3.02 3.76 -0.0903
C 0.22 -5.49 -1.41 -0.2835
C 0.42 -3.37 -0.34 -0.1561
C -0.05 2.06 -2.58 -0.6329
C 0.88 2.22 -1.37 -0.1349
C 2.43 2.54 0.91 -0.1243
C -1.22 3.52 1.43 -0.0023
C -0.50 -4.86 -2.42 0.0725
C 1.49 1.12 -0.78 -0.0679
C 1.85 3.63 0.29 -0.6822
C 0.88 -2.44 0.81 -0.6232
C -1.58 1.30 2.37 -0.2010
C -1.19 1.71 3.62 0.0091
C -0.75 -3.50 -2.31 -0.1523
C 2.26 1.28 0.36 -0.0596
C 0.70 -4.72 -0.35 0.0598
C -1.70 -2.75 -3.29 -0.6409
C -0.80 3.91 2.70 -0.1095
C -1.59 2.20 1.28 -0.2031
C 1.08 3.49 -0.85 -0.0935
B -2.19 0.19 0.55 -0.3934
H -0.45 4.92 2.84 0.0800
H -0.88 -5.40 -3.27 0.1283
H 1.25 -5.14 0.48 0.1239
H -0.42 3.37 4.72 0.0981
H -1.20 1.02 4.46 0.1167
H 0.88 -7.15 -0.71 0.1124
H 3.02 2.67 1.81 0.0977
H 2.72 0.42 0.82 0.1093
H 0.63 4.34 -1.35 0.1143
H 1.41 0.13 -1.25 0.0971
H -1.26 4.21 0.61 0.1220
```

Values from the calculation:
- net charge = -1
- 2S+1 = 2
- <S²> = 1.141
- strongest force on any atom (eV/A) = 2.660
- energy (a.u.) = -4194.57353
- LUMO energy (spin up / spin down) (hartree) = 0.033 / 0.052

***

The following is a DFT calculation (wB97M-V/def2-TZVPD) of a structure of composition C20H11BrCl5NO4TeZr.

The geometry in XYZ format:
```
44
Properties=species:S:1:pos:R:3:lowdin_charge:R:1
Te -3.36 -0.10 -0.18 1.4386
Zr -0.52 -0.88 0.66 1.5256
Br -1.27 -3.46 -2.04 0.8349
Cl -1.67 -0.03 3.05 0.8117
Cl -2.15 2.30 -1.78 0.7193
Cl 0.55 4.76 2.15 0.8111
Cl -0.39 4.64 -0.80 0.7953
Cl -0.15 2.44 4.09 0.7938
O 1.06 0.43 0.44 -0.1973
O -1.34 -2.62 1.16 -0.4886
O 0.01 -2.42 1.69 -0.3769
O 2.86 1.09 -0.74 0.1708
N 0.62 -1.57 -1.22 -0.0427
C 1.48 -3.34 -2.58 -0.0673
C -7.30 -4.22 1.58 -0.0043
C -4.26 -1.09 1.53 -0.4091
C -6.91 -3.47 2.69 0.0636
C 2.91 -1.54 -1.93 0.0477
C -0.75 2.44 2.50 -0.6995
C 2.73 -2.75 -2.59 0.0203
C -1.54 1.39 2.04 -0.7021
C -0.85 3.42 0.29 -0.6873
C -1.66 2.37 -0.14 -0.7431
C 0.45 -2.71 -1.90 -0.6993
C -5.90 -2.75 0.21 -0.1952
C -5.78 -2.29 -1.06 0.2242
C 1.85 -1.00 -1.25 -0.1600
C -5.41 -2.07 1.40 -0.1633
C 2.00 0.30 -0.48 -0.5379
C -5.98 -2.43 2.60 0.0068
C -0.42 3.48 1.62 -0.6784
C -6.80 -3.88 0.36 0.0454
C -2.05 1.35 0.74 -0.6281
H -8.00 -5.04 1.68 0.1357
H -4.55 -0.32 2.23 0.0719
H -7.11 -4.40 -0.54 0.1395
H -3.45 -1.68 1.97 0.0257
H -6.22 -2.84 -1.88 0.1149
H 1.29 -4.27 -3.09 0.1165
H -5.68 -1.93 3.51 0.1406
H -7.32 -3.71 3.66 0.1421
H -5.30 -1.36 -1.33 0.0063
H 3.55 -3.23 -3.11 0.1354
H 3.86 -1.01 -1.93 0.1426
```

Values from the calculation:
- net charge = +2
- strongest force on any atom (eV/A) = 0.945
- energy (a.u.) = -6313.90212
- LUMO energy (hartree) = -0.323

***

The following is a DFT calculation (wB97M-V/def2-TZVPD) of a structure of composition C20H12AuBF16NO2.

The geometry in XYZ format:
```
53
Properties=species:S:1:pos:R:3:lowdin_charge:R:1
Au -0.53 0.27 -1.02 1.2236
F 4.36 2.35 -1.91 0.1299
F 2.01 -2.65 1.74 0.0887
F -0.14 -2.82 2.56 0.0853
F -5.08 0.03 1.78 0.1356
F 2.35 0.06 0.89 0.1690
F -4.46 2.03 -0.36 0.1644
F 3.43 0.84 -3.10 0.1758
F -3.80 2.46 1.64 0.1509
F 3.57 -0.61 -0.76 0.1907
F 0.49 -4.02 0.68 0.0944
F -2.44 2.67 -0.01 0.1416
F -4.95 -0.54 -0.29 0.1682
F -3.91 -1.69 1.19 0.1761
F 4.15 1.12 0.39 0.1468
F 0.25 -1.73 0.57 0.0230
F 2.54 2.80 -2.97 0.1527
O 1.31 0.63 -1.73 -0.2546
O -2.44 -0.07 -0.52 -0.2470
N -0.15 1.40 0.72 0.0505
C 2.26 1.37 -1.08 -0.3379
C 2.51 3.76 -0.20 0.0252
C 3.03 6.09 0.57 -0.0460
C 3.10 0.46 -0.13 -0.5631
C -4.24 -0.46 0.84 -0.5743
C 3.17 1.84 -2.27 -0.5686
C -2.46 -0.19 3.09 0.0349
C 0.42 3.54 1.57 0.0063
C 1.78 2.58 -0.22 -0.0176
C 2.22 4.83 0.65 -0.2464
C 1.16 4.70 1.54 -0.0296
C -0.73 0.91 1.87 -0.2140
C -0.38 0.25 4.17 -0.0121
C -2.97 0.42 0.64 -0.3422
C -2.16 -1.00 5.44 -0.0361
C -1.66 -0.28 4.22 -0.2346
C -3.43 1.91 0.48 -0.5575
C 0.70 2.48 0.70 -0.2095
C 0.08 0.85 3.02 0.0160
C -2.04 0.36 1.89 -0.0249
B 0.66 -2.83 1.39 -1.2339
H -0.43 3.45 2.23 0.1241
H 0.28 0.16 5.03 0.1197
H -2.01 -2.07 5.33 0.0934
H -3.46 -0.59 3.17 0.1155
H -1.63 -0.67 6.34 0.0745
H 1.09 1.21 2.94 0.1258
H 4.08 5.87 0.41 0.0808
H 2.93 6.68 1.48 0.0737
H 3.36 3.87 -0.85 0.1152
H 0.91 5.52 2.21 0.1137
H -3.23 -0.82 5.59 0.0786
H 2.69 6.71 -0.27 0.0852
```

Values from the calculation:
- net charge = -1
- 2S+1 = 3
- <S²> = 2.048
- strongest force on any atom (eV/A) = 0.519
- energy (a.u.) = -2733.29803
- LUMO energy (spin up / spin down) (hartree) = 0.086 / 0.000

***

Which value of energy does entry 5 give?
-6313.90212 a.u.

***

net charge of number 1 (C2)?
0